Below is a structure of composition C24H44F13N2O8S4 at a distorted geometry, with properties calculated with ωB97M-V/def2-TZVPD.

## Properties
highest occupied orbital energy: -6.11 eV
charge: -1
Kohn-Sham gap: 7.99 eV
DFT total energy: -4543.3688 a.u.
molar mass: 863.86 g/mol

The geometry in XYZ format:
```
95
Properties=species:S:1:pos:R:3:lowdin_charge:R:1
C 4.7517 -1.7881 4.5981 -0.080
C 5.7872 -1.0104 3.7795 -0.288
N 5.3494 -0.8733 2.3863 -0.186
C 5.3265 -2.2179 1.7087 -0.211
C 3.9089 -2.6926 1.4407 -0.059
C 6.0819 0.0577 1.6523 -1.159
S 7.5228 0.7075 2.1013 0.633
S 5.4961 0.5531 0.0830 0.902
C 3.6711 0.6671 0.0653 -0.445
C 2.9522 1.0740 1.3460 -0.272
C 3.3907 2.4361 1.8973 -0.247
S 2.4918 3.7737 1.1417 0.508
O 2.7904 3.6713 -0.2792 -0.352
O 2.8984 4.9864 1.8156 -0.327
N 0.9363 3.4274 1.3104 -0.337
S 0.2339 3.6690 2.7220 0.528
O -0.4802 4.9262 2.7922 -0.335
O 1.0568 3.3155 3.8698 -0.349
C -1.0659 2.4154 2.6337 -0.217
C -0.7289 1.1959 3.4853 -0.095
C -1.6370 -0.0132 3.2760 -0.391
F -1.9610 -0.5607 4.4930 0.097
F -2.8343 0.3036 2.6947 0.102
C -0.9796 -1.1865 2.4671 -0.331
F -0.3018 -1.9439 3.3706 0.137
F -0.0836 -0.7247 1.5730 0.146
C -1.9588 -2.1710 1.7399 -0.313
F -3.0783 -2.3109 2.4813 0.148
F -1.3460 -3.3874 1.7018 0.139
C -2.3211 -1.9262 0.2325 -0.320
F -3.2762 -2.8390 -0.0947 0.148
F -1.2034 -2.2026 -0.4763 0.156
C -2.8443 -0.5563 -0.2887 -0.323
F -2.7344 -0.6160 -1.6405 0.149
F -2.0636 0.4425 0.1412 0.164
C -4.3564 -0.2456 0.0177 -0.526
F -5.1124 -0.6260 -1.0210 0.163
F -4.7842 -0.8882 1.1033 0.177
F -4.5107 1.0686 0.2027 0.185
H 3.7519 -1.4355 4.3387 0.069
H 4.8044 -2.8614 4.4261 0.067
H 4.8951 -1.5709 5.6554 0.071
H 5.8912 -0.0200 4.2139 0.097
H 6.7468 -1.5315 3.8177 0.102
H 5.8629 -2.1686 0.7645 0.105
H 5.8497 -2.9252 2.3500 0.101
H 3.2950 -2.5840 2.3309 0.068
H 3.9045 -3.7403 1.1553 0.046
H 3.4632 -2.0952 0.6530 0.056
H 3.2462 -0.2411 -0.3574 0.057
H 3.4909 1.4684 -0.6530 0.058
H 1.8993 1.1699 1.0758 0.089
H 3.0039 0.3138 2.1155 0.089
H 3.1574 2.5023 2.9583 0.086
H 4.4467 2.6269 1.7145 0.091
H -1.2130 2.1907 1.5861 0.080
H -1.9684 2.8952 3.0067 0.102
H 0.3174 0.9119 3.3809 0.120
H -0.8512 1.4709 4.5321 0.134
C -6.5667 -0.1589 -4.0703 -0.088
C -7.8192 0.6084 -4.4438 -0.300
O -8.7994 -0.2368 -5.0596 -0.100
H -6.1302 -0.6269 -4.9530 0.078
H -5.8242 0.5003 -3.6207 0.075
H -6.7970 -0.9512 -3.3539 0.069
H -7.5989 1.3878 -5.1703 0.111
H -8.2554 1.0849 -3.5612 0.115
H -9.0321 -0.9258 -4.4326 0.086
C -12.1006 0.9695 -7.1167 -0.095
C -10.9112 1.6956 -7.7207 -0.329
O -9.8331 1.8119 -6.8065 -0.091
H -12.4420 1.4872 -6.2199 0.074
H -12.9289 0.9111 -7.8254 0.069
H -11.8229 -0.0465 -6.8281 0.070
H -11.1873 2.7134 -7.9960 0.108
H -10.5780 1.1820 -8.6307 0.107
H -9.5546 0.9214 -6.5536 0.043
C 6.0506 4.9869 -2.4014 -0.090
C 4.9795 5.7161 -3.1930 -0.334
O 3.8712 4.8788 -3.4892 -0.086
H 6.3989 4.1127 -2.9533 0.072
H 6.9038 5.6379 -2.1997 0.068
H 5.6476 4.6415 -1.4473 0.071
H 5.3710 6.0517 -4.1543 0.103
H 4.6414 6.5986 -2.6380 0.108
H 3.5089 4.5893 -2.6429 0.062
C 4.4845 -7.5911 2.5305 -0.092
C 4.3527 -6.4248 1.5690 -0.320
O 5.4489 -5.5166 1.6694 -0.091
H 4.5576 -7.2285 3.5560 0.076
H 3.6254 -8.2589 2.4557 0.073
H 5.3866 -8.1695 2.3160 0.071
H 3.4596 -5.8451 1.7968 0.105
H 4.2661 -6.7875 0.5390 0.112
H 6.2501 -6.0052 1.4614 0.084
```